Record 1
2 unconnected molecules or ions with the total composition C7H14N. Source: the Open Molecules 2025 dataset; level of theory: the ωB97M-V functional and the def2-TZVPD basis.

E_LUMO (spin up / spin down) in eV: -4.92 / -4.92
Charge: +1
Energy above the lowest of the compared OMol25 structures with the same formula, charge and spin in eV: 4.5254

XYZ file:
```
22
Properties=species:S:1:pos:R:3:forces:R:3:lowdin_charge:R:1
C -2.793252 0.299549 -0.643257 -0.2 1.7 -0.1 -0.013
C 1.773700 0.366490 -1.299211 1.7 -0.1 -1.6 0.148
C -1.564386 0.558867 -0.956023 1.9 -1.3 1.9 0.052
C 0.158882 -1.701002 -0.653643 0.9 -4.5 -0.1 -0.095
C -0.140210 -0.536722 1.640167 -1.6 -0.8 0.1 -0.042
C 1.311565 1.543107 0.639231 0.2 2.0 2.3 -0.009
C 0.150638 -0.507258 0.172547 -3.8 2.3 -1.4 -0.357
N 1.129179 0.455266 -0.209137 0.1 -1.8 -1.3 -0.204
H -3.596131 1.023681 -0.931916 0.5 -1.1 -0.2 0.105
H -2.948544 -0.428327 0.096658 -0.8 -0.9 0.9 0.053
H 1.652894 -0.534291 -1.926328 0.1 0.9 0.3 0.111
H 2.525967 1.154824 -1.570954 -1.0 -0.9 0.3 0.144
H -1.107006 1.228942 -1.636314 0.7 0.6 -0.5 0.059
H 1.308909 -1.961829 -0.611486 -2.1 -0.6 -0.6 0.130
H -0.233508 -1.691481 -1.691203 0.8 0.7 0.5 0.091
H -0.474696 -2.663475 -0.295176 1.6 2.5 0.0 0.156
H -0.812687 0.270870 1.949504 0.2 -0.1 -0.1 0.103
H -0.654506 -1.475105 1.911734 0.2 0.4 -0.3 0.108
H 0.716745 -0.492980 2.274694 0.8 -0.1 0.3 0.080
H 1.268750 1.129173 1.684111 0.6 1.1 -1.1 0.107
H 0.369519 2.110224 0.510989 0.8 0.5 0.3 0.130
H 2.274306 2.098490 0.407117 -1.5 -0.6 0.4 0.144
```
Forces are in eV/Å.



Record 2
2 unconnected molecules or ions with the total composition C9H14O. Source: the Open Molecules 2025 dataset; level of theory: the ωB97M-V functional and the def2-TZVPD basis.

E_LUMO in eV: 0.88
SMILES string: Cc1ccc(O)cc1.CC
Charge: 0
Energy above the lowest of the compared OMol25 structures with the same formula, charge and spin in eV: 0.3512

XYZ file:
```
24
Properties=species:S:1:pos:R:3:forces:R:3:lowdin_charge:R:1
C 2.366183 0.804789 2.496257 -0.2 -0.1 0.2 -0.057
C 1.064928 0.603925 1.753845 0.5 0.4 -0.2 -0.289
C 0.108314 -0.274081 2.221177 -0.5 0.1 0.2 -0.050
C -1.160390 -0.362515 1.639430 1.2 -0.1 0.2 -0.022
C -1.421824 0.420223 0.537766 -1.3 -0.3 -1.0 -0.326
O -2.589681 0.282918 -0.196062 -0.1 -0.2 0.5 0.025
C -0.494136 1.310470 0.034241 1.3 0.5 0.7 -0.034
C 0.759495 1.376987 0.631580 -0.1 -0.6 0.0 -0.038
H 2.560219 -0.059563 3.123357 0.2 -0.2 0.0 0.068
H 2.276820 1.640375 3.195048 0.0 0.1 -0.1 0.081
H 3.239421 1.001295 1.867843 -0.2 -0.1 -0.1 0.078
H 0.340360 -0.897614 3.072200 0.0 -0.1 0.1 0.109
H -1.846911 -1.091859 2.038186 -0.3 0.0 -0.1 0.111
H -3.103369 -0.472857 0.139645 0.3 0.5 -0.1 0.108
H -0.664592 2.017294 -0.755522 -0.5 -0.3 -0.5 0.116
H 1.563502 1.921689 0.149367 -0.2 0.4 0.2 0.114
C -0.283046 -0.308860 -3.049115 -0.2 -0.8 -0.3 -0.154
C -0.443875 -1.732308 -2.468245 -0.3 0.2 0.4 -0.159
H -1.268922 0.117407 -3.245087 0.2 0.2 0.0 0.064
H 0.240415 0.316254 -2.342089 0.1 0.3 0.0 0.031
H 0.280269 -0.345633 -3.988144 -0.1 0.2 0.2 0.061
H 0.017416 -2.519815 -3.068623 0.0 0.2 0.1 0.058
H -1.498040 -1.978791 -2.332416 0.0 -0.1 -0.2 0.054
H -0.042559 -1.769729 -1.454641 0.3 -0.1 -0.1 0.052
```
Forces are in eV/Å.